No. 1
DFT (the ωB97M-V functional and the def2-TZVPD basis) results for a molecular structure, C44H55ClNO9P3STi in a non-equilibrium geometry.

Geometry as ORCA input:
```
! wB97M-V def2-TZVPD RIJCOSX def2/J DEFGRID3
* xyz 1 2
Ti -0.25854 -0.95773 -0.11828
O -0.98608 -1.15754 3.51402
S -0.93618 -2.38592 2.76867
O -0.42892 -3.57361 3.35780
O -0.10637 -2.11807 1.47313
C -2.65718 -2.78902 2.34561
C -3.22637 -3.82856 3.14136
C -4.57619 -4.08290 3.03234
C -5.36963 -3.34767 2.16248
C -4.74944 -2.38111 1.32961
C -3.40831 -2.04453 1.47443
P -2.75319 -0.55237 0.64169
C -3.72484 -0.29351 -0.87167
C -3.89183 -1.36918 -1.78554
C -4.58490 -1.23157 -2.97867
C -5.12392 0.02008 -3.27803
C -4.95686 1.07016 -2.42918
C -4.32258 0.90496 -1.16711
C -3.21810 0.84489 1.76251
C -4.55175 1.08326 2.10721
C -4.84091 2.10700 2.98394
C -3.81502 2.90983 3.49065
C -2.52801 2.69513 3.10633
C -2.21017 1.67495 2.25624
H -2.65396 -4.38334 3.86075
H -5.02308 -4.74563 3.72772
H -6.43469 -3.49554 2.07249
H -5.33870 -1.78737 0.65264
H -3.57862 -2.34649 -1.45015
H -4.80842 -2.07672 -3.64244
H -5.63409 0.21440 -4.23309
H -5.40183 2.00778 -2.80823
H -4.34910 1.75817 -0.50752
H -5.35275 0.49533 1.76039
H -5.88783 2.24018 3.29277
H -4.03542 3.62494 4.28427
H -1.77808 3.38345 3.49795
H -1.15883 1.57294 2.01959
C 3.21642 -2.04098 0.83955
P 2.00248 -2.15262 -0.53067
C 2.84792 -1.72224 -2.10759
C 1.80243 -3.91216 -0.69192
C 0.69618 -4.26369 -1.65937
P -0.91113 -3.61591 -1.04480
C -2.06788 -4.16881 -2.39171
C -1.29900 -4.85438 0.24479
H 3.95616 -2.81144 0.71105
H 2.71813 -2.24734 1.73620
H 3.59701 -1.04340 0.91797
H 3.68193 -2.40073 -2.25816
H 3.30387 -0.75967 -2.03795
H 2.13451 -1.84123 -2.90352
H 1.54558 -4.31996 0.33240
H 2.79313 -4.22222 -1.01590
H 0.61914 -5.32961 -1.76377
H 0.84767 -3.79343 -2.63046
H -1.58851 -5.09869 -2.78222
H -2.12529 -3.41645 -3.19325
H -3.06393 -4.41026 -1.95548
H -2.23825 -4.55732 0.68119
H -0.58241 -4.89949 1.06006
H -1.52716 -5.82522 -0.21073
C 2.26026 -1.38867 4.62104
O 2.53110 -0.25449 3.84345
C 2.69942 0.90430 4.61645
C 1.46282 1.73022 4.52809
O 1.25583 2.38501 3.29284
C 1.96866 3.57327 3.10840
H 2.85594 -1.49926 5.50757
H 2.41510 -2.20498 3.93914
H 1.21330 -1.40284 4.86935
H 3.53047 1.50238 4.17110
H 2.90984 0.68372 5.68526
H 1.58061 2.53735 5.20492
H 0.56752 1.17526 4.75312
H 1.73494 4.26267 3.92844
H 1.71768 4.05741 2.14068
H 3.08092 3.44983 3.09615
C 7.43804 3.72642 -2.10264
O 6.14974 3.09694 -1.85712
C 5.20709 2.81950 -2.80364
C 5.30327 3.08591 -4.15888
C 4.16328 2.96454 -4.93126
C 2.96956 2.38502 -4.49264
C 2.95122 1.95847 -3.14866
C 4.04858 2.20466 -2.30457
N 3.93518 1.87791 -0.93991
C 2.78514 1.63706 -0.26190
C 1.62192 2.43776 -0.40304
C 1.60526 3.74258 -0.91317
C 0.41681 4.41484 -1.23795
C -0.82511 3.79357 -1.05973
C -0.84065 2.52683 -0.55764
C 0.34448 1.87549 -0.15987
O 0.23373 0.62315 0.32732
H 8.01873 3.52736 -1.25164
H 7.22691 4.78411 -2.28402
H 7.90428 3.37235 -3.02583
H 6.18994 3.64366 -4.55048
H 4.27905 3.30125 -5.96382
H 2.15887 2.26498 -5.19350
H 2.09724 1.51753 -2.65840
H 4.83068 1.63335 -0.45777
H 2.83945 0.98657 0.62050
H 2.52199 4.23054 -1.20477
H 0.48760 5.45596 -1.52865
H -1.67176 4.35169 -1.37189
H -1.80507 2.04176 -0.31967
Cl -1.78901 0.28860 -5.59560
C -1.42978 0.53565 -3.88395
C -0.72460 -0.62053 -3.21709
O -0.57120 -1.73694 -3.66870
O -0.36222 -0.35036 -1.92387
H -0.82857 1.43200 -3.69244
H -2.36285 0.70681 -3.32151
*
```

As for the total energy: -140773.488 eV. As for the energy above the lowest of the compared OMol25 structures with the same formula, charge and spin: 1.2 kcal per mole. The value obtained for the strongest force on any atom is 3.126 eV/Å. The calculation puts the HOMO energy (alpha / beta) at -8.45 / -10.05 eV. The expectation value of S² is 0.774.


No. 2
DFT (the ωB97M-V functional and the def2-TZVPD basis) results for a molecular structure, C60H99BaN5O16 in a non-equilibrium geometry.

Geometry as ORCA input:
```
! wB97M-V def2-TZVPD RIJCOSX def2/J DEFGRID3
* xyz 1 2
Ba 28.81185 16.59137 20.49765
C 24.77980 15.64760 20.34021
C 25.03601 15.72581 18.78313
C 23.66192 15.43010 18.18472
C 22.54427 16.50897 18.16305
C 23.17144 17.83507 17.61216
C 24.54463 18.19162 18.24810
N 25.46991 17.00787 18.28917
O 26.82133 17.26001 18.64382
C 24.27686 18.79610 19.62539
C 25.21210 19.20686 17.26915
C 26.00234 14.52798 18.35731
H 25.67263 15.90300 20.91093
H 24.66878 14.60838 20.64971
H 23.95137 16.27246 20.67392
H 23.14665 14.61163 18.68743
H 23.81448 15.16212 17.13925
H 22.06694 16.57424 19.14080
H 21.74115 16.31224 17.45284
H 22.48414 18.63159 17.89727
H 23.18574 17.82534 16.52230
H 23.62108 18.07592 20.11465
H 23.82192 19.78644 19.60591
H 25.14072 18.82959 20.28927
H 25.20993 18.82083 16.24979
H 26.20607 19.50557 17.60214
H 24.62125 20.12145 17.21924
H 26.34656 14.73120 17.34326
H 25.63143 13.50512 18.29178
H 26.83872 14.42327 19.04840
C 29.58670 15.19524 16.50633
C 31.01812 14.93793 17.04881
C 31.85067 16.02567 16.35795
C 33.34348 16.01700 16.74414
C 33.53810 16.17350 18.23324
C 32.65445 15.22949 19.15613
N 31.25601 15.11723 18.51837
O 30.28047 14.35388 19.32907
C 32.70626 15.85407 20.57650
C 33.28971 13.86954 19.31642
C 31.46446 13.54084 16.57646
H 28.99587 14.36026 16.88293
H 29.52523 15.21911 15.41833
H 29.18603 16.14204 16.86849
H 31.33647 16.94428 16.64053
H 31.89431 15.91872 15.27409
H 33.86777 16.75440 16.13631
H 33.93462 15.14162 16.47513
H 33.57123 17.24402 18.43572
H 34.59672 15.94432 18.35533
H 32.31960 15.15491 21.31795
H 32.02008 16.69437 20.68208
H 33.69173 16.26025 20.80442
H 34.33641 13.89682 19.01348
H 32.68173 13.06675 18.89930
H 33.33141 13.54137 20.35501
H 31.47483 13.41549 15.49375
H 31.06692 12.65305 17.06829
H 32.54787 13.49067 16.68510
C 27.25924 11.77903 16.18856
C 27.59365 11.54459 17.44132
C 27.29790 10.25054 18.03200
C 26.73099 9.27243 17.19537
C 26.30105 9.61128 15.91666
C 26.58685 10.88592 15.38257
N 26.40251 7.95118 17.77837
O 25.86011 7.14338 16.99681
O 26.89222 7.74839 18.90779
H 27.43429 12.74520 15.73882
H 28.04280 12.29593 18.07389
H 27.69315 10.01785 19.00977
H 25.77890 8.86147 15.34085
H 26.28675 11.19091 14.39095
C 28.86000 21.17241 15.02245
C 28.28232 20.04020 15.68008
C 28.90116 19.52796 16.76739
C 30.15348 20.01185 17.20584
C 30.73209 21.05123 16.55284
C 30.13231 21.64921 15.37322
N 30.84348 19.41755 18.34041
O 30.20773 18.70980 19.10852
O 32.02025 19.62337 18.50002
H 28.35479 21.71351 14.23610
H 27.31078 19.66718 15.39135
H 28.28725 18.86006 17.35341
H 31.66306 21.42913 16.94893
H 30.51836 22.48602 14.81010
C 18.87380 12.19868 16.16510
C 19.80170 13.20647 15.89364
C 21.15090 13.04190 16.00160
C 21.65988 11.72656 16.16293
C 20.72022 10.64925 16.31592
C 19.33075 10.88195 16.40029
N 23.13118 11.41380 16.17654
O 23.82234 12.34479 15.75082
O 23.48683 10.40824 16.72672
H 17.82930 12.46105 16.24618
H 19.43995 14.21905 15.79260
H 21.76512 13.91463 15.83585
H 21.09753 9.63813 16.35708
H 18.58432 10.10181 16.37544
C 26.50216 12.65239 22.73237
C 27.49769 13.19459 21.70894
O 27.64671 14.35919 21.49309
C 28.33357 12.10466 21.06855
H 27.07960 12.20597 23.54193
H 25.69758 12.00411 22.38528
H 25.90601 13.53622 22.95940
H 28.31196 11.16144 21.61443
H 29.39535 12.31673 21.19409
H 28.14071 12.00213 20.00066
C 21.53885 11.82495 19.60289
C 22.73718 11.30862 20.34484
O 22.58156 10.84791 21.46811
C 24.11017 11.52866 19.75253
H 21.92273 12.70718 19.09063
H 20.74416 12.14749 20.27559
H 21.08116 11.20404 18.83276
H 24.54824 12.52564 19.70519
H 24.16785 11.24824 18.70080
H 24.79312 10.80775 20.20195
C 24.59681 22.55855 19.21591
C 24.67613 24.05657 19.30950
O 25.80007 24.62623 19.24295
C 23.42499 24.97043 19.33164
H 25.10218 21.94822 19.96436
H 25.23799 22.33805 18.36246
H 23.58328 22.16381 19.14491
H 22.80608 24.62529 20.15984
H 23.11545 24.82748 18.29634
H 23.63259 25.97622 19.69688
C 21.21404 19.45317 14.72401
C 21.33868 20.92516 14.36006
O 20.42241 21.73949 14.29777
C 22.75704 21.28296 13.86261
H 20.36301 18.96981 14.24421
H 21.02536 19.36359 15.79381
H 22.09072 18.86995 14.44222
H 23.26838 20.36426 13.57521
H 23.46702 21.81311 14.49741
H 22.70381 21.80341 12.90636
C 25.33429 17.46145 24.03026
C 26.80543 17.62805 23.67663
O 27.40227 16.97702 22.76222
C 27.56561 18.58977 24.59520
H 24.84301 17.09343 23.12954
H 24.77245 18.39209 24.10994
H 25.18380 16.83437 24.90902
H 28.55509 18.28775 24.25196
H 27.27115 18.43616 25.63337
H 27.46927 19.62096 24.25540
C 25.77377 16.06839 15.02674
C 25.41790 16.47471 13.58268
O 26.13171 17.23795 12.93382
C 24.12241 15.95542 13.00774
H 26.22432 15.07708 15.07585
H 24.80677 16.15857 15.52159
H 26.48356 16.69090 15.57149
H 24.29277 15.26582 12.18097
H 23.58427 16.83586 12.65654
H 23.64500 15.56193 13.90515
C 18.13429 16.81669 17.77913
C 18.11080 17.38319 16.37401
O 17.71445 16.72428 15.44086
C 18.37087 18.93530 16.20124
H 17.11386 16.45214 17.89708
H 18.42340 17.54395 18.53782
H 18.90226 16.04360 17.80454
H 18.31357 19.29459 15.17375
H 19.29029 19.33216 16.63169
H 17.63197 19.43223 16.82986
C 28.78029 21.33397 22.08281
C 28.26491 20.47188 20.91432
O 28.12060 19.25942 21.09266
C 27.85711 21.18985 19.68472
H 27.97332 22.03865 22.28361
H 29.71489 21.81894 21.80099
H 28.98247 20.60887 22.87114
H 27.13059 20.63758 19.08870
H 28.63844 21.42141 18.96083
H 27.39551 22.15167 19.90821
*
```

As for the total energy: -104710.478 eV. The value obtained for the strongest force on any atom is 5.675 eV/Å. The calculation puts the HOMO energy (alpha / beta) at -8.10 / -8.10 eV. The expectation value of S² is 0.756.


No. 3
DFT (the ωB97M-V functional and the def2-TZVPD basis) results for 2 unconnected molecules or ions with the total composition BrClNO in a non-equilibrium geometry.

Geometry as ORCA input:
```
! wB97M-V def2-TZVPD RIJCOSX def2/J DEFGRID3
* xyz -1 1
N 0.38209 -0.43788 -0.64362
O -0.15850 0.28153 0.16078
Cl -2.46202 -1.70728 -0.00514
Br 2.32072 -0.81847 0.01432
*
```

As for the total energy: -86102.046 eV. As for the energy above the lowest of the compared OMol25 structures with the same formula, charge and spin: 11.3 kcal per mole. The value obtained for the strongest force on any atom is 7.465 eV/Å. The calculation puts the HOMO energy at -3.90 eV.


No. 4
DFT (the ωB97M-V functional and the def2-TZVPD basis) results for a molecular structure, C11H11Cl3N2 in a non-equilibrium geometry.

Geometry as ORCA input:
```
! wB97M-V def2-TZVPD RIJCOSX def2/J DEFGRID3
* xyz 0 1
N 1.56573 2.16825 -0.00433
C 2.59602 3.00071 -0.38424
C 2.31044 4.06032 -1.27071
C 1.02771 4.26332 -1.74538
C 0.02612 3.38428 -1.40137
C 0.33506 2.32722 -0.57776
H 3.58467 2.82965 0.01539
H 3.10430 4.78040 -1.40369
H 0.69800 5.13165 -2.29646
H -0.98212 3.54491 -1.75357
H -0.45576 1.67766 -0.23271
N -1.22358 -2.15683 0.31195
C -0.11495 -2.91945 0.16006
C 0.26217 -3.91961 1.06770
C -0.42073 -3.98810 2.25618
C -1.54274 -3.20733 2.50540
C -1.91820 -2.27661 1.52229
H 0.46748 -2.81437 -0.74334
H 1.05523 -4.63524 0.90849
H 0.06604 -4.54981 3.03973
H -2.08912 -3.27212 3.43476
H -2.73981 -1.59168 1.67141
C -1.18647 -0.45043 -0.96513
Cl -1.56644 -1.45716 -2.33146
Cl -1.84515 1.24176 -1.10593
Cl 0.59532 -0.31536 -0.63130
H -1.60926 -0.85604 -0.04598
*
```

As for the total energy: -52127.452 eV. As for the energy above the lowest of the compared OMol25 structures with the same formula, charge and spin: 118.9 kcal per mole. The value obtained for the strongest force on any atom is 8.565 eV/Å. The calculation puts the HOMO energy at -8.74 eV.